A molecular structure, C25H47ClCoINO3Si2, computed with the ωB97M-V functional and the def2-TZVPD basis.

The electronic energy comes out at -108318.6705 eV. The HOMO energy (alpha / beta) is -11.00 / -11.35 eV. For the strongest force on any atom, the calculation gives 3.771 eV Å⁻¹. Its gap between HOMO and LUMO (alpha / beta) is 0.235 / 0.180 Ha. The value obtained for the energy relative to the best compared isomer or geometry (same formula, charge and spin) is 0.000 eV.

Geometry as ORCA input:
```
! wB97M-V def2-TZVPD RIJCOSX def2/J DEFGRID3
* xyz 1 5
O 0.03 1.60 -0.36
O 3.92 0.50 0.23
C 0.02 1.76 -1.78
C -1.17 2.52 -2.33
H 0.05 0.74 -2.18
H 0.96 2.28 -2.03
H -2.13 2.18 -1.89
H -1.25 2.35 -3.41
H -1.04 3.60 -2.17
C -0.33 2.83 0.32
C 0.84 3.76 0.50
H -0.81 2.55 1.26
H -1.07 3.36 -0.28
H 1.76 3.19 0.75
H 0.60 4.45 1.32
H 1.02 4.35 -0.41
C 4.58 0.15 1.47
C 4.75 1.25 -0.66
C 4.17 1.06 2.62
H 5.67 0.21 1.35
H 4.28 -0.89 1.67
H 4.52 2.09 2.47
H 4.63 0.73 3.55
H 3.09 1.06 2.76
C 5.28 2.54 -0.06
H 4.12 1.45 -1.53
H 5.58 0.58 -0.95
H 4.48 3.16 0.37
H 5.78 3.14 -0.83
H 6.03 2.32 0.71
H 2.17 -0.39 -0.49
Co -2.31 -0.35 0.10
C 1.87 -1.44 -0.28
Si 3.01 -2.67 -1.18
H 1.95 -1.54 0.81
H 0.81 -1.57 -0.54
C 3.35 -1.86 -2.85
C 2.32 -4.40 -1.50
C 4.75 -2.89 -0.45
C -1.86 -1.42 -1.47
Si -3.46 -2.41 -1.59
H -0.96 -2.03 -1.34
H -1.64 -0.76 -2.34
C -2.95 -4.19 -1.92
C -4.56 -1.63 -2.89
C -4.44 -2.41 0.03
H 5.37 -3.33 -1.23
H 4.76 -3.55 0.42
H 5.19 -1.92 -0.17
H 2.44 -1.85 -3.46
H 4.13 -2.44 -3.37
H 3.71 -0.83 -2.69
H 1.25 -4.38 -1.74
H 2.49 -5.08 -0.66
H 2.85 -4.82 -2.37
H -3.96 -1.26 -3.73
H -5.12 -0.78 -2.47
H -5.28 -2.37 -3.27
H -5.08 -1.52 0.13
H -3.79 -2.48 0.91
H -5.09 -3.29 0.02
H -3.82 -4.81 -2.19
H -2.48 -4.61 -1.02
H -2.22 -4.22 -2.74
Cl -5.35 2.87 5.13
C -4.92 2.29 3.58
C -5.79 2.47 2.51
C -5.49 1.99 1.24
I -6.81 2.17 -0.33
C -4.25 1.30 1.05
O -3.82 0.84 -0.09
C -3.41 1.07 2.16
N -2.28 0.34 1.85
C -1.30 0.25 2.77
C -1.49 0.75 4.07
C -2.64 1.44 4.39
C -3.66 1.62 3.43
H -6.72 3.00 2.68
H -0.37 -0.20 2.44
H -0.72 0.58 4.81
H -2.77 1.87 5.37
*
```

***

A molecular structure, C25H48AlP4Se, computed with the ωB97M-V functional and the def2-TZVPD basis.

The electronic energy comes out at -135775.9828 eV. The HOMO energy (alpha / beta) is -15.76 / -15.76 eV. For the strongest force on any atom, the calculation gives 4.233 eV Å⁻¹. Its gap between HOMO and LUMO (alpha / beta) is 0.121 / 0.121 Ha. The value obtained for the energy relative to the best compared isomer or geometry (same formula, charge and spin) is 0.000 eV.

Geometry as ORCA input:
```
! wB97M-V def2-TZVPD RIJCOSX def2/J DEFGRID3
* xyz 3 1
Al -0.89 -0.30 -1.66
P -3.23 0.03 -0.84
P -0.01 -2.23 -0.50
P -0.11 1.98 -1.36
H 4.08 -0.54 0.23
C 3.78 0.48 -0.05
C 3.65 1.47 0.97
H 3.32 1.18 1.97
C -4.27 0.66 -2.21
C -4.10 -1.51 -0.37
C -3.62 1.17 0.54
C 1.67 -2.24 0.24
C -1.02 -2.89 0.87
C 0.03 -3.61 -1.70
C 1.52 2.47 -2.00
C -0.09 2.60 0.35
C -1.25 3.08 -2.28
H 4.23 0.83 -0.99
H 3.98 2.50 0.81
H -5.29 0.26 -2.08
H -3.87 0.32 -3.18
H -4.30 1.76 -2.20
H -5.14 -1.45 -0.71
H -4.09 -1.65 0.72
H -3.62 -2.38 -0.85
H -4.67 1.05 0.83
H -3.46 2.22 0.23
H -2.97 0.96 1.40
H 1.86 -3.22 0.70
H 1.75 -1.47 1.01
H 2.42 -2.06 -0.54
H -1.12 -3.98 0.74
H -2.02 -2.44 0.88
H -0.52 -2.69 1.83
H 1.07 -3.96 -1.81
H -0.36 -3.27 -2.67
H -0.60 -4.43 -1.33
H 1.48 3.52 -2.33
H 1.79 1.84 -2.86
H 2.29 2.35 -1.23
H 0.09 3.69 0.35
H 0.71 2.10 0.91
H -1.05 2.41 0.84
H -0.86 4.10 -2.23
H -2.26 3.06 -1.87
H -1.30 2.77 -3.34
C 0.26 -0.16 -4.40
C 1.50 -0.72 -4.06
C 2.68 -0.10 -4.47
C 2.63 1.04 -5.29
C 1.39 1.57 -5.68
C 0.21 0.98 -5.23
Se -1.41 -0.87 -3.62
H 2.35 0.24 -0.50
H 1.53 -1.62 -3.44
H 3.64 -0.50 -4.15
H 3.55 1.51 -5.63
H 1.35 2.44 -6.33
H -0.77 1.39 -5.49
C -2.20 -0.76 4.01
P -0.89 0.14 3.09
C -0.95 1.72 4.03
C 0.60 -0.61 3.85
C 0.66 -1.99 4.15
C 1.84 -2.56 4.65
C 2.97 -1.76 4.87
C 2.93 -0.40 4.54
C 1.76 0.17 4.03
H -3.16 -0.27 3.81
H -1.99 -0.75 5.08
H -2.27 -1.80 3.66
H -0.81 1.53 5.10
H -0.17 2.40 3.67
H -1.93 2.19 3.86
H -0.22 -2.63 4.02
H 1.86 -3.63 4.87
H 3.87 -2.20 5.29
H 3.81 0.22 4.69
H 1.74 1.24 3.79
*
```

***

A molecular structure, C25H48AsCsN6O4S3Si3, computed with the ωB97M-V functional and the def2-TZVPD basis.

The electronic energy comes out at -161360.6540 eV. The HOMO energy is -6.89 eV. For the strongest force on any atom, the calculation gives 0.562 eV Å⁻¹. Its gap between HOMO and LUMO is 0.222 Ha. The value obtained for the energy relative to the best compared isomer or geometry (same formula, charge and spin) is 0.117 eV.

Geometry as ORCA input:
```
! wB97M-V def2-TZVPD RIJCOSX def2/J DEFGRID3
* xyz 0 1
Cs 2.51 -0.46 1.11
C 7.78 -1.21 3.60
S 6.67 0.15 4.01
C 5.74 0.34 2.53
S 4.54 1.57 2.60
N 6.08 -0.43 1.53
N 5.27 -0.36 0.43
C 5.85 -0.26 -0.69
C 5.08 -0.26 -1.95
C 5.75 -0.06 -3.16
C 5.03 -0.06 -4.34
C 3.66 -0.25 -4.29
C 3.08 -0.44 -3.04
N 3.75 -0.45 -1.90
H 8.38 -1.39 4.49
H 8.43 -0.94 2.76
H 7.23 -2.10 3.34
H 6.93 -0.14 -0.76
H 6.82 0.09 -3.15
H 5.53 0.09 -5.28
H 3.05 -0.26 -5.18
H 2.00 -0.59 -2.97
C -6.01 -0.97 -1.17
C -5.33 -1.85 -0.13
S -4.21 -2.98 -0.93
O -3.17 -2.21 -1.57
O -4.96 -3.92 -1.73
C -3.46 -3.85 0.43
C -2.30 -4.72 -0.09
N -1.03 -4.34 0.52
C -0.02 -3.69 -0.12
N 0.97 -3.40 0.70
C 0.62 -3.88 1.92
C -0.61 -4.47 1.83
N -1.36 -5.11 2.86
O -2.45 -5.57 2.58
O -0.84 -5.16 3.96
C -0.04 -3.34 -1.56
H -6.69 -0.28 -0.68
H -6.58 -1.58 -1.88
H -5.27 -0.39 -1.72
H -6.04 -2.47 0.42
H -4.73 -1.27 0.57
H -4.22 -4.44 0.93
H -3.08 -3.08 1.10
H -2.17 -4.60 -1.16
H -2.50 -5.77 0.11
H 1.24 -3.80 2.80
H -0.05 -4.23 -2.19
H 0.87 -2.78 -1.78
H -0.91 -2.73 -1.82
C 0.76 5.39 -0.15
Si -0.18 4.35 1.09
C 0.69 4.42 2.74
C -1.94 5.00 1.26
As -0.09 2.12 0.38
Si -1.89 1.09 1.47
C -1.76 -0.78 1.25
C -3.61 1.55 0.88
C -1.71 1.50 3.29
Si -0.75 2.18 -1.87
C 0.75 2.72 -2.87
C -2.18 3.33 -2.23
C -1.19 0.42 -2.36
H 0.87 6.40 0.23
H 0.23 5.45 -1.11
H 1.75 4.98 -0.33
H 0.77 5.45 3.09
H 1.70 4.01 2.66
H 0.17 3.84 3.50
H -1.93 6.05 1.53
H -2.48 4.46 2.04
H -2.49 4.89 0.32
H -2.22 -1.07 0.30
H -2.31 -1.26 2.06
H -0.75 -1.18 1.24
H -3.74 1.26 -0.17
H -3.81 2.62 0.97
H -4.36 1.02 1.47
H -0.72 1.24 3.66
H -2.46 0.96 3.88
H -1.86 2.57 3.46
H 1.04 3.74 -2.64
H 0.52 2.66 -3.94
H 1.60 2.07 -2.67
H -1.91 4.37 -2.03
H -3.05 3.09 -1.61
H -2.48 3.26 -3.28
H -0.42 -0.27 -2.03
H -1.27 0.34 -3.45
H -2.14 0.09 -1.94
*
```

***

A molecular structure, C25H48BBrCl4N7O4P, computed with the ωB97M-V functional and the def2-TZVPD basis.

The electronic energy comes out at -175414.2976 eV. The HOMO energy is -5.91 eV. For the strongest force on any atom, the calculation gives 7.332 eV Å⁻¹. Its gap between HOMO and LUMO is 0.148 Ha.

Geometry as ORCA input:
```
! wB97M-V def2-TZVPD RIJCOSX def2/J DEFGRID3
* xyz 0 1
C -3.13 -2.62 -1.85
C -2.35 -1.48 -1.93
C -0.87 -1.64 -1.58
C -0.30 -1.30 -0.25
N 0.97 -1.44 0.10
N 1.77 -1.95 -0.80
C 3.19 -2.13 -0.35
C 3.34 -3.29 0.71
C 4.20 -2.86 1.95
C 3.38 -2.21 3.12
C 2.13 -3.04 3.62
C 2.29 -3.52 5.14
C 1.50 -2.33 -2.06
O 2.40 -2.87 -2.94
B 2.91 -1.88 -3.86
O 3.11 -0.54 -3.51
O 3.17 -2.28 -5.17
C 0.11 -2.19 -2.54
C -0.35 -2.59 -3.96
C -0.43 -1.26 -4.80
N -0.30 -1.25 -6.07
H -2.67 -3.53 -2.29
H -4.12 -2.66 -1.35
H -2.76 -0.50 -2.26
H -1.01 -0.89 0.51
H 3.42 -1.17 0.22
H 3.91 -2.16 -1.19
H 3.79 -4.22 0.28
H 2.28 -3.58 1.01
H 4.96 -1.99 1.55
H 4.80 -3.73 2.30
H 3.10 -1.14 2.91
H 4.09 -2.15 3.99
H 1.93 -3.97 3.03
H 1.26 -2.34 3.63
H 3.34 -3.41 5.52
H 1.95 -4.59 5.22
H 1.61 -2.95 5.83
H 4.01 -0.42 -3.17
H 3.16 -3.25 -5.20
H -1.39 -3.02 -3.99
H 0.38 -3.26 -4.49
H -0.61 -0.29 -4.25
H -0.38 -0.26 -6.34
O -1.02 1.29 4.61
P -1.79 2.59 4.38
N -3.34 1.86 4.27
C -4.03 1.32 3.12
C -3.89 1.32 5.51
N -0.99 2.99 2.90
C -1.34 2.40 1.62
C 0.47 2.97 3.03
N -2.58 4.19 4.27
C -2.70 4.85 5.57
C -3.67 4.56 3.41
H -5.11 1.48 3.22
H -3.85 0.24 3.00
H -3.77 1.81 2.19
H -4.58 2.03 5.97
H -3.10 1.10 6.24
H -4.43 0.38 5.35
H -1.44 1.31 1.69
H -0.59 2.62 0.86
H -2.27 2.83 1.22
H 0.87 1.95 2.95
H 0.78 3.37 4.00
H 0.93 3.59 2.26
H -3.55 4.47 6.15
H -2.82 5.94 5.45
H -1.79 4.70 6.16
H -4.64 4.23 3.79
H -3.55 4.18 2.39
H -3.70 5.65 3.32
C 2.66 -1.72 -9.71
C 1.14 -1.85 -9.67
C 0.58 -2.75 -10.77
C 0.93 -2.21 -12.11
N 1.20 -1.78 -13.14
H 3.00 -1.26 -10.65
H 3.01 -1.09 -8.90
H 3.14 -2.70 -9.62
H 0.70 -0.85 -9.75
H 0.85 -2.25 -8.69
H -0.50 -2.82 -10.69
H 0.99 -3.76 -10.68
C -2.68 8.66 7.91
Cl -4.14 7.83 7.33
Cl -2.94 10.41 7.86
Cl -2.34 8.16 9.57
Cl -1.31 8.24 6.87
Br 5.42 -0.34 1.48
*
```

***

A molecular structure, C25H48Cl2GdO2P2, computed with the ωB97M-V functional and the def2-TZVPD basis.

The electronic energy comes out at -95256.8033 eV. The HOMO energy (alpha / beta) is -3.44 / -2.93 eV. For the strongest force on any atom, the calculation gives 3.714 eV Å⁻¹. Its gap between HOMO and LUMO (alpha / beta) is 0.219 / 0.200 Ha.

Geometry as ORCA input:
```
! wB97M-V def2-TZVPD RIJCOSX def2/J DEFGRID3
* xyz -1 8
Gd 0.05 -0.90 1.22
Cl 0.11 0.05 -1.17
P -0.44 -3.32 -0.24
C 0.62 -3.86 -1.66
C -0.26 -4.63 1.09
C -2.13 -3.36 -0.96
C 1.95 -3.10 -1.65
H 0.04 -3.55 -2.55
C 0.83 -5.38 -1.73
H 1.37 -5.77 -0.86
H 1.42 -5.61 -2.62
H -0.12 -5.93 -1.83
H 1.80 -2.03 -1.85
H 2.61 -3.51 -2.43
H 2.46 -3.18 -0.68
H -1.98 -2.79 -1.90
C -3.17 -2.61 -0.12
C -2.59 -4.77 -1.32
H -2.07 -5.17 -2.20
H -3.66 -4.74 -1.58
H -2.48 -5.47 -0.48
H -2.79 -1.67 0.28
H -3.55 -3.22 0.71
H -4.03 -2.35 -0.76
C 1.16 -4.63 1.67
H -0.45 -5.58 0.57
C -1.31 -4.44 2.19
H 1.93 -4.86 0.92
H 1.22 -5.41 2.44
H 1.41 -3.67 2.14
H -1.11 -3.55 2.80
H -1.26 -5.32 2.85
H -2.33 -4.39 1.80
H 1.82 -1.47 1.35
H -1.72 -0.29 1.28
P 0.48 3.79 -0.46
C -0.83 4.23 -1.63
C 0.36 4.52 1.21
C 2.11 3.55 -1.18
C -2.01 3.26 -1.44
H -0.38 4.04 -2.63
C -1.22 5.71 -1.54
H -1.68 5.95 -0.57
H -1.97 5.92 -2.32
H -0.36 6.37 -1.72
H -1.67 2.21 -1.52
H -2.74 3.45 -2.24
H -2.49 3.40 -0.47
H 1.87 3.10 -2.17
C 2.92 2.50 -0.39
C 2.86 4.87 -1.39
H 2.37 5.48 -2.17
H 3.88 4.67 -1.72
H 2.91 5.46 -0.46
H 2.27 1.70 0.01
H 3.49 2.95 0.43
H 3.63 2.02 -1.07
C -0.99 4.14 1.85
H 0.39 5.61 1.05
C 1.51 4.11 2.14
H -1.85 4.54 1.29
H -1.04 4.55 2.86
H -1.08 3.04 1.92
H 1.45 3.03 2.36
H 1.40 4.65 3.09
H 2.49 4.36 1.73
Cl -0.56 1.88 9.44
C -0.31 1.40 7.81
C -0.03 0.06 7.52
C 0.16 -0.33 6.20
C 0.09 0.62 5.18
C -0.19 1.96 5.46
C -0.39 2.36 6.79
C 0.17 0.14 3.76
O -0.08 -1.10 3.54
O 0.45 0.92 2.78
H 0.02 -0.67 8.33
H 0.34 -1.37 5.95
H -0.29 2.68 4.65
H -0.61 3.39 7.04
*
```

***

Please write out number 4 again, unchanged.
A molecular structure, C25H48BBrCl4N7O4P, computed with the ωB97M-V functional and the def2-TZVPD basis.

The electronic energy comes out at -175414.2976 eV. The HOMO energy is -5.91 eV. For the strongest force on any atom, the calculation gives 7.332 eV Å⁻¹. Its gap between HOMO and LUMO is 0.148 Ha.

Geometry as ORCA input:
```
! wB97M-V def2-TZVPD RIJCOSX def2/J DEFGRID3
* xyz 0 1
C -3.13 -2.62 -1.85
C -2.35 -1.48 -1.93
C -0.87 -1.64 -1.58
C -0.30 -1.30 -0.25
N 0.97 -1.44 0.10
N 1.77 -1.95 -0.80
C 3.19 -2.13 -0.35
C 3.34 -3.29 0.71
C 4.20 -2.86 1.95
C 3.38 -2.21 3.12
C 2.13 -3.04 3.62
C 2.29 -3.52 5.14
C 1.50 -2.33 -2.06
O 2.40 -2.87 -2.94
B 2.91 -1.88 -3.86
O 3.11 -0.54 -3.51
O 3.17 -2.28 -5.17
C 0.11 -2.19 -2.54
C -0.35 -2.59 -3.96
C -0.43 -1.26 -4.80
N -0.30 -1.25 -6.07
H -2.67 -3.53 -2.29
H -4.12 -2.66 -1.35
H -2.76 -0.50 -2.26
H -1.01 -0.89 0.51
H 3.42 -1.17 0.22
H 3.91 -2.16 -1.19
H 3.79 -4.22 0.28
H 2.28 -3.58 1.01
H 4.96 -1.99 1.55
H 4.80 -3.73 2.30
H 3.10 -1.14 2.91
H 4.09 -2.15 3.99
H 1.93 -3.97 3.03
H 1.26 -2.34 3.63
H 3.34 -3.41 5.52
H 1.95 -4.59 5.22
H 1.61 -2.95 5.83
H 4.01 -0.42 -3.17
H 3.16 -3.25 -5.20
H -1.39 -3.02 -3.99
H 0.38 -3.26 -4.49
H -0.61 -0.29 -4.25
H -0.38 -0.26 -6.34
O -1.02 1.29 4.61
P -1.79 2.59 4.38
N -3.34 1.86 4.27
C -4.03 1.32 3.12
C -3.89 1.32 5.51
N -0.99 2.99 2.90
C -1.34 2.40 1.62
C 0.47 2.97 3.03
N -2.58 4.19 4.27
C -2.70 4.85 5.57
C -3.67 4.56 3.41
H -5.11 1.48 3.22
H -3.85 0.24 3.00
H -3.77 1.81 2.19
H -4.58 2.03 5.97
H -3.10 1.10 6.24
H -4.43 0.38 5.35
H -1.44 1.31 1.69
H -0.59 2.62 0.86
H -2.27 2.83 1.22
H 0.87 1.95 2.95
H 0.78 3.37 4.00
H 0.93 3.59 2.26
H -3.55 4.47 6.15
H -2.82 5.94 5.45
H -1.79 4.70 6.16
H -4.64 4.23 3.79
H -3.55 4.18 2.39
H -3.70 5.65 3.32
C 2.66 -1.72 -9.71
C 1.14 -1.85 -9.67
C 0.58 -2.75 -10.77
C 0.93 -2.21 -12.11
N 1.20 -1.78 -13.14
H 3.00 -1.26 -10.65
H 3.01 -1.09 -8.90
H 3.14 -2.70 -9.62
H 0.70 -0.85 -9.75
H 0.85 -2.25 -8.69
H -0.50 -2.82 -10.69
H 0.99 -3.76 -10.68
C -2.68 8.66 7.91
Cl -4.14 7.83 7.33
Cl -2.94 10.41 7.86
Cl -2.34 8.16 9.57
Cl -1.31 8.24 6.87
Br 5.42 -0.34 1.48
*
```

***

Among the records above, which one has the highest electronic energy?
C25H48Cl2GdO2P2

***

Look up the strongest force on any atom of the second one.
4.233 eV Å⁻¹

***

The highest electronic energy belongs to which entry?
C25H48Cl2GdO2P2